No. 1
{"formula": "C27H56BrO15P", "method": "wB97M-V/def2-TZVPD", "homo_lumo_gap_ha": 0.35156, "e_tot_ev": -138953.0269, "smiles": "CCCCCCP(C)Br.CCOC(=O)OC.CCOC(=O)OC.CCOC(=O)OC.CCOC(=O)OC.CCOC(=O)OC", "e_homo_ha": -0.3304, "symbols": ["C", "C", "C", "C", "C", "C", "P", "C", "Br", "H", "H", "H", "H", "H", "H", "H", "H", "H", "H", "H", "H", "H", "H", "H", "H", "C", "C", "O", "C", "O", "O", "C", "H", "H", "H", "H", "H", "H", "H", "H", "C", "C", "O", "C", "O", "O", "C", "H", "H", "H", "H", "H", "H", "H", "H", "C", "C", "O", "C", "O", "O", "C", "H", "H", "H", "H", "H", "H", "H", "H", "C", "C", "O", "C", "O", "O", "C", "H", "H", "H", "H", "H", "H", "H", "H", "C", "C", "O", "C", "O", "O", "C", "H", "H", "H", "H", "H", "H", "H", "H"], "xyz": [[0.3688, 1.4320, 2.7210], [-0.7220, 0.3542, 2.6312], [-1.4977, 0.3654, 1.3119], [-2.6210, -0.6815, 1.2593], [-4.0512, -0.1334, 1.3180], [-4.4977, 0.4168, 2.6927], [-5.0640, 2.1632, 2.9692], [-5.6382, 2.6431, 1.2938], [-3.1152, 3.2909, 2.9834], [1.3670, 0.9953, 2.7833], [0.2356, 2.0760, 3.5925], [0.3601, 2.0760, 1.8356], [-1.4301, 0.4734, 3.4586], [-0.2798, -0.6415, 2.7419], [-1.9179, 1.3618, 1.1572], [-0.7859, 0.2037, 0.4949], [-2.4864, -1.3829, 2.0923], [-2.5325, -1.2766, 0.3459], [-4.7311, -0.9455, 1.0428], [-4.1683, 0.6244, 0.5407], [-3.7244, 0.2302, 3.4448], [-5.3775, -0.1377, 3.0465], [-6.2876, 1.8506, 0.9061], [-4.8257, 2.8031, 0.5873], [-6.2209, 3.5617, 1.3859], [6.7869, -0.2447, -0.2163], [5.4781, -0.1980, -0.9704], [4.4358, 0.4186, -0.1910], [4.4514, 1.7512, -0.1758], [5.2157, 2.4588, -0.7808], [3.4654, 2.1700, 0.6132], [3.3642, 3.5938, 0.7456], [6.6568, -0.7454, 0.7436], [7.5285, -0.8009, -0.7909], [7.1704, 0.7594, -0.0419], [5.0988, -1.1988, -1.1700], [5.5783, 0.3380, -1.9135], [3.3085, 4.0658, -0.2330], [4.2238, 3.9844, 1.2867], [2.4550, 3.7691, 1.3109], [-7.3942, -3.2971, -2.6893], [-6.3340, -2.7037, -1.7926], [-6.7059, -1.3897, -1.3249], [-7.5532, -1.3689, -0.3011], [-7.9593, -2.3224, 0.3105], [-7.7726, -0.0932, 0.0281], [-8.6009, 0.0909, 1.1802], [-7.6115, -2.6215, -3.5176], [-7.0319, -4.2374, -3.1051], [-8.3155, -3.4884, -2.1412], [-5.4066, -2.5372, -2.3371], [-6.1316, -3.3409, -0.9327], [-8.2218, -0.4881, 2.0203], [-9.6297, -0.2002, 0.9765], [-8.5497, 1.1535, 1.4004], [-1.4105, -5.4659, -5.7181], [-2.7619, -5.7306, -6.3413], [-3.7995, -4.9550, -5.7079], [-3.8823, -3.6872, -6.1039], [-3.2084, -3.1577, -6.9487], [-4.8586, -3.0989, -5.4114], [-5.0568, -1.7142, -5.7201], [-1.4436, -5.6493, -4.6439], [-0.6685, -6.1329, -6.1581], [-1.0965, -4.4384, -5.8948], [-3.0753, -6.7613, -6.1895], [-2.7606, -5.5115, -7.4081], [-5.1936, -1.5761, -6.7902], [-4.2038, -1.1257, -5.3863], [-5.9517, -1.4224, -5.1787], [12.1191, -4.4926, 2.1442], [10.8625, -3.7871, 2.6005], [10.1277, -3.2395, 1.4877], [9.3765, -4.1102, 0.8195], [9.2319, -5.2766, 1.0799], [8.7884, -3.4644, -0.1887], [7.9468, -4.2838, -1.0066], [12.7390, -3.8205, 1.5505], [12.6941, -4.8132, 3.0136], [11.8761, -5.3718, 1.5497], [11.0940, -2.9191, 3.2142], [10.2088, -4.4552, 3.1595], [7.2197, -4.8159, -0.3970], [8.5439, -5.0025, -1.5654], [7.4488, -3.5987, -1.6861], [-1.8083, 6.5587, 2.2432], [-0.7415, 5.9969, 3.1539], [0.5764, 6.1903, 2.6011], [1.0887, 7.4079, 2.7544], [0.6032, 8.3135, 3.3811], [2.2978, 7.4234, 2.1887], [3.0041, 8.6599, 2.3354], [-1.7186, 6.1283, 1.2447], [-2.7967, 6.3204, 2.6332], [-1.7178, 7.6417, 2.1672], [-0.8270, 4.9170, 3.2605], [-0.7859, 6.4488, 4.1441], [3.0699, 8.9415, 3.3841], [2.5019, 9.4518, 1.7821], [3.9923, 8.4786, 1.9244]], "atomic_forces_ev_per_a": [[0.05, 0.04, -0.10], [-0.08, -0.05, 0.00], [0.04, 0.09, 0.04], [-0.01, -0.12, 0.13], [-0.05, 0.14, -0.02], [0.05, -0.04, 0.04], [0.11, -0.28, -0.15], [-0.20, 0.01, 0.00], [0.03, -0.03, 0.02], [-0.04, 0.04, -0.02], [-0.01, -0.03, -0.03], [-0.02, -0.04, 0.07], [0.05, -0.03, -0.06], [-0.02, 0.07, 0.10], [0.01, 0.05, -0.03], [-0.07, 0.00, 0.04], [-0.01, -0.04, -0.09], [-0.01, 0.04, 0.03], [0.00, 0.07, 0.00], [0.01, 0.01, -0.02], [-0.10, 0.05, 0.03], [0.09, -0.04, -0.04], [0.03, 0.08, 0.03], [0.01, -0.04, 0.02], [0.06, -0.04, -0.07], [0.00, 0.00, 0.06], [0.00, -0.05, -0.09], [0.01, 0.02, 0.04], [-0.03, 0.02, -0.03], [0.03, 0.01, 0.01], [-0.02, -0.03, 0.03], [-0.03, 0.00, 0.01], [0.01, -0.02, -0.01], [0.01, -0.01, 0.01], [-0.01, 0.00, -0.02], [0.00, 0.00, 0.01], [0.01, 0.01, 0.01], [-0.01, 0.00, 0.01], [0.02, 0.01, -0.01], [-0.02, 0.03, 0.01], [-0.02, 0.03, -0.05], [0.08, -0.05, -0.04], [-0.20, 0.02, -0.17], [0.71, -0.01, 0.52], [-0.28, -0.04, -0.17], [-0.20, 0.06, -0.13], [0.02, 0.09, 0.07], [0.00, -0.02, -0.01], [-0.01, -0.01, -0.01], [0.02, -0.01, 0.04], [-0.01, 0.01, -0.01], [-0.03, 0.02, 0.01], [-0.01, -0.02, -0.01], [0.02, -0.04, -0.04], [-0.05, 0.00, 0.01], [-0.02, 0.02, 0.04], [0.00, -0.06, -0.05], [0.01, 0.03, 0.04], [-0.04, -0.03, -0.04], [0.03, 0.02, 0.01], [-0.03, 0.02, 0.08], [-0.02, -0.01, 0.00], [0.01, -0.01, 0.00], [0.01, 0.00, 0.00], [0.00, 0.00, -0.01], [0.00, 0.00, 0.01], [0.01, 0.01, 0.01], [-0.01, 0.00, 0.00], [0.01, 0.00, -0.01], [0.01, 0.02, 0.00], [0.00, 0.02, -0.04], [-0.01, 0.01, 0.08], [0.02, -0.01, -0.04], [-0.05, 0.03, 0.04], [0.03, -0.04, -0.02], [0.00, 0.02, -0.03], [-0.01, 0.03, 0.00], [0.01, 0.00, 0.01], [0.00, -0.01, 0.00], [-0.01, 0.00, 0.01], [0.00, 0.00, -0.01], [0.00, -0.01, -0.01], [0.00, 0.00, 0.00], [0.00, -0.01, 0.01], [0.00, -0.01, -0.01], [0.06, 0.06, -0.11], [-0.09, -0.03, 0.09], [-0.06, 0.03, -0.21], [0.35, -0.24, 0.62], [-0.16, 0.13, -0.22], [-0.06, 0.03, -0.17], [0.00, 0.00, -0.03], [-0.04, -0.03, 0.02], [0.00, -0.01, 0.02], [0.01, 0.00, 0.03], [0.03, 0.03, -0.05], [0.05, 0.04, -0.02], [0.00, -0.01, 0.01], [0.00, 0.01, 0.01], [0.00, 0.01, -0.01]], "lowdin_charge": [-0.1086, -0.2776, -0.2359, -0.2110, -0.2437, -0.4381, 0.5622, -0.3814, 0.3458, 0.0676, 0.0615, 0.0643, 0.0818, 0.1061, 0.0637, 0.1125, 0.1105, 0.1049, 0.0978, 0.0917, 0.0566, 0.0601, 0.0169, 0.0260, 0.0307, -0.0599, -0.2096, 0.0335, -0.6157, 0.1206, -0.0026, -0.0260, 0.0843, 0.0734, 0.0784, 0.1197, 0.1222, 0.0980, 0.0998, 0.0833, -0.0582, -0.2022, 0.0290, -0.6212, 0.1255, -0.0179, -0.0389, 0.0747, 0.0848, 0.0785, 0.1189, 0.1236, 0.0954, 0.0995, 0.0864, -0.0642, -0.2068, 0.0336, -0.6151, 0.1250, -0.0089, -0.0318, 0.0814, 0.0806, 0.0768, 0.1225, 0.1224, 0.0971, 0.1004, 0.0847, -0.0642, -0.2069, 0.0353, -0.6150, 0.1227, -0.0072, -0.0356, 0.0817, 0.0804, 0.0766, 0.1226, 0.1222, 0.0968, 0.0982, 0.0877, -0.0891, -0.2259, 0.0300, -0.6154, 0.1239, -0.0022, -0.0376, 0.0829, 0.0498, 0.0773, 0.0593, 0.1264, 0.0956, 0.0973, 0.0927]}

=====

No. 2
{"formula": "C27H56ClFGaO24", "method": "wB97M-V/def2-TZVPD", "homo_lumo_gap_ha": 0.26158, "e_tot_ev": -145666.1387, "total_charge": -1, "e_homo_ha": -0.2041, "symbols": ["C", "C", "Cl", "C", "Ga", "F", "H", "H", "H", "H", "H", "H", "H", "H", "C", "O", "C", "O", "O", "C", "H", "H", "H", "H", "H", "H", "C", "O", "C", "O", "O", "C", "H", "H", "H", "H", "H", "H", "C", "O", "C", "O", "O", "C", "H", "H", "H", "H", "H", "H", "C", "O", "C", "O", "O", "C", "H", "H", "H", "H", "H", "H", "C", "O", "C", "O", "O", "C", "H", "H", "H", "H", "H", "H", "C", "O", "C", "O", "O", "C", "H", "H", "H", "H", "H", "H", "C", "O", "C", "O", "O", "C", "H", "H", "H", "H", "H", "H", "C", "O", "C", "O", "O", "C", "H", "H", "H", "H", "H", "H"], "xyz": [[4.2444, -0.2541, -1.7598], [3.3638, -1.3406, -1.1865], [4.3294, -2.8779, -0.8806], [2.1259, -1.5922, -2.0109], [0.7427, -0.1375, -1.5551], [0.8818, 0.3033, 0.2576], [4.5210, -0.4398, -2.7934], [3.7361, 0.6952, -1.6240], [5.1703, -0.2209, -1.1869], [3.0417, -1.0124, -0.2038], [2.3631, -1.5661, -3.0748], [1.7254, -2.5839, -1.8157], [1.1259, 1.1822, -2.3804], [-0.7395, -0.6792, -1.8101], [1.2049, 3.8533, -0.3783], [1.9787, 4.1683, -1.5411], [1.5158, 5.1847, -2.2528], [0.5378, 5.8461, -2.0095], [2.3289, 5.3644, -3.3022], [1.9400, 6.4320, -4.1612], [1.6813, 3.0040, 0.1025], [1.1917, 4.6997, 0.3081], [0.1920, 3.5705, -0.6547], [1.9431, 7.3804, -3.6256], [0.9545, 6.2468, -4.5851], [2.6750, 6.4674, -4.9610], [9.4983, -5.0020, -5.5504], [8.6568, -5.5137, -4.5175], [7.4462, -4.9411, -4.4581], [7.0508, -4.0700, -5.1870], [6.7753, -5.5054, -3.4615], [5.4498, -4.9851, -3.2595], [10.4350, -5.5507, -5.4842], [9.0519, -5.1689, -6.5290], [9.6884, -3.9403, -5.4019], [4.8370, -5.1505, -4.1443], [5.4828, -3.9310, -3.0154], [5.0240, -5.5307, -2.4231], [11.0678, -7.0866, -2.2670], [12.4899, -7.1993, -2.1275], [13.1261, -7.5137, -3.2517], [12.6201, -7.6953, -4.3291], [14.4333, -7.5911, -2.9830], [15.2420, -7.9216, -4.1118], [10.6765, -6.8221, -1.2896], [10.8099, -6.3044, -2.9768], [10.6355, -8.0341, -2.5813], [15.1496, -7.1635, -4.8873], [14.9689, -8.8974, -4.5092], [16.2684, -7.9511, -3.7570], [-5.1207, 2.3363, 3.7864], [-3.7073, 2.1895, 3.9354], [-3.0741, 1.8495, 2.8050], [-3.6102, 1.6710, 1.7389], [-1.7803, 1.7508, 3.0598], [-0.9649, 1.3988, 1.9180], [-5.5102, 2.6118, 4.7632], [-5.3524, 3.1244, 3.0712], [-5.5732, 1.3983, 3.4682], [-1.0490, 2.1576, 1.1439], [-1.2497, 0.4301, 1.5234], [0.0608, 1.3492, 2.2593], [-8.6350, 3.9487, -1.5838], [-7.5284, 3.0974, -1.8767], [-6.3894, 3.4606, -1.2708], [-6.2652, 4.4116, -0.5398], [-5.4448, 2.5973, -1.6108], [-4.1565, 2.8596, -1.0260], [-9.4902, 3.5534, -2.1248], [-8.8552, 3.9429, -0.5181], [-8.4401, 4.9662, -1.9176], [-4.2094, 2.8146, 0.0562], [-3.7811, 3.8290, -1.3523], [-3.4865, 2.0812, -1.3786], [4.0191, -5.3612, 1.1570], [3.7585, -6.7763, 1.1901], [4.4526, -7.4487, 2.0979], [5.2553, -6.9917, 2.8708], [4.1099, -8.7415, 2.0125], [4.7884, -9.5846, 2.9403], [3.3892, -4.9453, 0.3846], [3.7622, -4.9049, 2.1110], [5.0619, -5.1694, 0.9161], [4.5637, -9.2913, 3.9644], [5.8638, -9.5570, 2.7723], [4.4222, -10.5928, 2.7657], [-6.1264, 5.0948, 8.6344], [-7.5398, 4.8835, 8.5696], [-7.9305, 4.1385, 7.5352], [-7.2098, 3.6598, 6.6998], [-9.2581, 4.0161, 7.5861], [-9.8125, 3.2351, 6.5248], [-5.9475, 5.7089, 9.5121], [-5.6005, 4.1484, 8.7416], [-5.7748, 5.6190, 7.7482], [-9.4252, 2.2185, 6.5522], [-9.5987, 3.6904, 5.5597], [-10.8866, 3.2167, 6.6850], [-10.3496, 7.0941, 1.6706], [-11.7646, 6.8722, 1.6751], [-12.2037, 6.1451, 0.6488], [-11.5243, 5.6894, -0.2330], [-13.5263, 6.0076, 0.7685], [-14.1293, 5.2406, -0.2752], [-10.1296, 7.6921, 2.5500], [-9.8109, 6.1507, 1.7310], [-10.0487, 7.6388, 0.7783], [-13.7315, 4.2276, -0.2875], [-13.9723, 5.7154, -1.2418], [-15.1930, 5.2078, -0.0577]], "atomic_forces_ev_per_a": [[0.63, -0.43, 0.56], [-0.97, 0.56, -0.32], [0.26, 0.17, -0.01], [0.14, 0.03, 0.28], [-0.12, -0.13, -0.56], [0.24, -0.10, -0.20], [-0.22, 0.07, -0.22], [-0.11, 0.16, -0.31], [0.12, 0.16, 0.05], [0.27, -0.34, 0.39], [0.05, 0.07, -0.16], [-0.19, -0.05, 0.22], [-0.03, 0.14, 0.14], [-0.05, 0.04, 0.13], [-0.04, -0.19, 0.29], [0.04, 0.12, -0.01], [0.03, -0.19, 0.08], [0.03, 0.04, -0.04], [0.01, 0.04, -0.01], [0.04, 0.07, -0.14], [0.07, -0.07, -0.19], [-0.08, 0.07, -0.09], [-0.01, 0.07, -0.06], [-0.10, -0.01, 0.03], [-0.05, 0.04, 0.07], [0.05, -0.10, 0.05], [0.20, -0.03, -0.07], [0.06, -0.03, 0.02], [-0.08, -0.02, 0.11], [0.05, -0.04, -0.03], [0.03, -0.06, -0.02], [-0.17, -0.06, -0.06], [-0.05, -0.07, 0.08], [-0.06, 0.09, 0.01], [-0.10, 0.03, -0.05], [0.07, 0.06, -0.05], [0.03, 0.07, -0.08], [0.15, -0.05, 0.03], [-0.26, 0.07, 0.07], [0.04, -0.04, -0.02], [-0.03, 0.06, 0.10], [0.04, 0.01, 0.00], [-0.01, -0.01, 0.00], [0.17, -0.03, -0.06], [0.16, 0.00, 0.06], [0.00, -0.07, -0.07], [0.04, 0.02, -0.11], [-0.08, -0.04, -0.04], [-0.07, 0.04, -0.05], [-0.04, 0.03, 0.11], [-0.17, 0.07, 0.15], [-0.03, -0.01, -0.01], [0.17, 0.00, 0.05], [0.00, -0.07, 0.21], [-0.05, 0.06, -0.01], [0.13, -0.06, -0.06], [0.11, 0.00, 0.04], [0.01, -0.07, -0.09], [0.02, 0.02, -0.11], [-0.10, -0.03, -0.02], [-0.07, 0.02, -0.05], [-0.04, 0.01, 0.16], [-0.20, 0.04, -0.01], [-0.02, 0.03, -0.01], [0.12, -0.15, 0.02], [-0.06, 0.01, -0.03], [-0.06, 0.08, -0.05], [0.29, 0.07, 0.01], [0.08, -0.10, -0.05], [0.05, 0.09, 0.01], [0.04, 0.03, 0.10], [-0.08, 0.06, -0.10], [-0.10, 0.03, 0.01], [-0.15, -0.09, -0.07], [-0.07, 0.04, 0.07], [0.05, -0.05, 0.07], [-0.08, 0.09, -0.11], [0.00, -0.06, 0.01], [0.00, -0.02, 0.01], [0.01, -0.16, 0.05], [-0.10, -0.15, -0.08], [0.10, -0.04, 0.04], [0.02, -0.03, 0.07], [0.08, 0.06, 0.00], [0.01, 0.08, 0.06], [-0.07, 0.05, -0.09], [0.17, 0.09, 0.10], [-0.03, -0.01, -0.01], [-0.03, 0.04, 0.06], [-0.01, -0.01, -0.02], [0.03, 0.01, 0.02], [-0.17, -0.08, -0.10], [-0.13, 0.00, 0.02], [-0.01, -0.02, -0.10], [0.00, -0.09, -0.05], [0.08, 0.03, -0.05], [0.09, -0.04, 0.00], [0.02, 0.07, 0.10], [0.18, 0.08, 0.09], [-0.04, -0.01, -0.02], [0.02, 0.05, 0.10], [-0.03, -0.03, -0.05], [0.03, 0.02, 0.01], [-0.17, -0.08, -0.08], [-0.13, 0.00, 0.03], [-0.01, -0.02, -0.10], [0.00, -0.09, -0.06], [0.08, 0.03, -0.05], [0.09, -0.04, -0.01], [0.02, 0.07, 0.10]], "lowdin_charge": [-0.1439, -0.7946, 0.6110, -0.3408, 0.3078, -0.4216, 0.0767, 0.0638, 0.0600, 0.0660, 0.0424, 0.0279, -0.0846, -0.1066, -0.0464, -0.0016, -0.6230, 0.1138, -0.0006, -0.0554, 0.0866, 0.0956, 0.0894, 0.0930, 0.0958, 0.0890, -0.0452, -0.0161, -0.6226, 0.1278, 0.0045, -0.0517, 0.0835, 0.0966, 0.0982, 0.0998, 0.0394, 0.0825, -0.0228, 0.0082, -0.6232, 0.1188, 0.0010, -0.0466, 0.0976, 0.0821, 0.1017, 0.0963, 0.0960, 0.0911, -0.0403, 0.0000, -0.6134, 0.1000, 0.0131, -0.0348, 0.0776, 0.0967, 0.0959, 0.0865, 0.0933, 0.0839, -0.0548, -0.0030, -0.6246, 0.1119, 0.0151, -0.0211, 0.0906, 0.0892, 0.0959, 0.0633, 0.0987, 0.1007, -0.0709, 0.0068, -0.6256, 0.1186, -0.0030, -0.0534, 0.0375, 0.1007, 0.0820, 0.0950, 0.0949, 0.0895, -0.0375, 0.0041, -0.6211, 0.1215, 0.0038, -0.0392, 0.0917, 0.0984, 0.0985, 0.0977, 0.0966, 0.0920, -0.0318, 0.0040, -0.6225, 0.1211, 0.0029, -0.0426, 0.0925, 0.0973, 0.0985, 0.0974, 0.0967, 0.0916]}